# 1
{
  "formula": "C3H8N2",
  "method": "ωB97M-V/def2-TZVPD",
  "smiles": "C=NN(C)C",
  "charge": 0,
  "species": ["C", "N", "N", "C", "C", "H", "H", "H", "H", "H", "H", "H", "H"],
  "positions_angstrom": [[2.03612, -0.42338, 0.04036], [0.83496, -0.87237, -0.15758], [-0.26900, -0.17302, -0.25501], [-0.25683, 1.25854, -0.05318], [-1.48572, -0.97615, 0.02783], [2.26669, 0.69082, 0.11859], [2.86244, -1.09756, -0.05964], [-1.26756, 1.73303, -0.22976], [0.55690, 1.67698, -0.75886], [0.02839, 1.54585, 1.02433], [-1.19146, -1.65726, 0.89928], [-2.33886, -0.22343, 0.28694], [-1.77607, -1.48204, -0.88329]]
}

---

# 2
{
  "formula": "C30H24IInN7O8S",
  "method": "ωB97M-V/def2-TZVPD",
  "charge": 1,
  "species": ["In", "C", "C", "N", "C", "C", "C", "O", "C", "C", "N", "C", "C", "C", "C", "C", "C", "I", "C", "O", "H", "H", "H", "H", "H", "H", "H", "H", "H", "H", "H", "H", "C", "N", "C", "C", "N", "C", "S", "C", "C", "C", "C", "C", "N", "H", "H", "H", "H", "H", "H", "H", "H", "H", "O", "C", "O", "C", "C", "C", "C", "C", "C", "N", "O", "O", "N", "O", "O", "H", "H", "H"],
  "positions_angstrom": [[-0.28763, -0.75616, -0.59415], [2.18487, 3.21649, -0.93630], [1.15522, 3.11349, 0.14828], [1.19628, 3.98838, 1.12535], [0.28517, 3.93982, 2.11362], [-0.74695, 3.03702, 2.14057], [-1.71838, 3.02145, 3.30525], [-1.47662, 4.02750, 4.25670], [-0.82112, 2.08115, 1.09408], [-1.94675, 1.17767, 1.08520], [-2.07957, 0.12435, 0.35753], [-3.24975, -0.66322, 0.45109], [-3.77721, -1.05247, 1.67736], [-4.91725, -1.83894, 1.72045], [-5.53078, -2.25167, 0.54566], [-4.99566, -1.89351, -0.68460], [-3.85261, -1.11317, -0.72072], [-3.00222, -0.56761, -2.55579], [0.17437, 2.08423, 0.09892], [0.25986, 1.20595, -0.88878], [2.93805, 3.94360, -0.64202], [1.72821, 3.54525, -1.87279], [2.66300, 2.25603, -1.13015], [0.41091, 4.65286, 2.91637], [-1.61028, 2.07146, 3.83553], [-2.75218, 3.08012, 2.94277], [-1.74858, 4.88057, 3.90254], [-2.77821, 1.42862, 1.74177], [-3.26427, -0.76374, 2.58723], [-5.32265, -2.13732, 2.67743], [-6.42557, -2.85795, 0.58208], [-5.47159, -2.20890, -1.60340], [-2.95133, -4.86144, -1.75523], [-2.00506, -4.17672, -2.63128], [-2.04223, -4.17281, -4.01147], [-1.01250, -3.42161, -4.43767], [-0.33991, -2.97586, -3.30597], [-0.97092, -3.44386, -2.19934], [-0.55186, -3.22506, -0.55247], [0.84854, -2.18974, -3.36555], [1.81620, -2.53146, -4.28635], [2.94427, -1.72819, -4.38489], [3.05726, -0.62438, -3.56258], [2.03968, -0.36260, -2.66280], [0.94595, -1.13048, -2.55988], [-3.82433, -5.13053, -2.34280], [-3.23841, -4.19067, -0.94833], [-2.49702, -5.75763, -1.33809], [-2.80265, -4.69607, -4.56244], [-0.70199, -3.14605, -5.42889], [1.69773, -3.41517, -4.89695], [3.72591, -1.97729, -5.08956], [3.92321, 0.02018, -3.58492], [2.07870, 0.48201, -1.99215], [-0.13901, -0.13664, 3.29716], [0.62666, -0.26480, 2.36432], [0.41044, -1.05180, 1.34486], [1.92157, 0.51551, 2.33105], [2.11315, 1.54340, 3.24684], [3.25828, 2.31001, 3.15845], [4.23383, 2.09725, 2.20547], [4.01387, 1.06282, 1.31817], [2.88327, 0.26950, 1.36287], [4.99437, 0.83477, 0.24264], [6.02533, 1.45986, 0.27463], [4.65151, 0.10720, -0.67822], [3.43010, 3.44535, 4.09119], [4.46166, 4.07456, 4.01172], [2.51117, 3.68384, 4.84292], [1.36923, 1.74527, 4.00419], [5.11273, 2.72166, 2.15158], [2.76252, -0.53367, 0.65268]]
}

---

# 3
{
  "formula": "C17H11IN5O9Sc",
  "method": "ωB97M-V/def2-TZVPD",
  "charge": 0,
  "species": ["Sc", "N", "N", "C", "O", "O", "H", "H", "H", "I", "C", "C", "C", "C", "C", "C", "C", "C", "C", "C", "H", "H", "H", "H", "H", "H", "O", "N", "O", "C", "C", "C", "C", "O", "C", "C", "N", "O", "O", "N", "O", "O", "H", "H"],
  "positions_angstrom": [[0.08730, -0.00507, -0.65467], [-0.57300, -0.58006, 1.58610], [-1.33380, -1.76430, 1.49292], [-1.25061, -2.48774, 0.28559], [-1.66780, -3.61614, 0.23938], [-0.73495, -1.79004, -0.69733], [0.32688, -0.73300, 2.03864], [-1.08858, 0.10869, 2.12249], [-1.38635, -2.34311, 2.31791], [0.40042, 2.75319, 0.59629], [2.45598, 2.43006, 0.93225], [3.19827, 3.46508, 1.41343], [4.57747, 3.26154, 1.63488], [5.13928, 2.04823, 1.36691], [4.36285, 0.97488, 0.86587], [4.95012, -0.28368, 0.58370], [4.19203, -1.30624, 0.10058], [2.80770, -1.11217, -0.12254], [2.16829, 0.08255, 0.12392], [2.97200, 1.14558, 0.63209], [2.75050, 4.42685, 1.62201], [5.17788, 4.07705, 2.01505], [6.19786, 1.88770, 1.53200], [6.01190, -0.41200, 0.75654], [4.64403, -2.26538, -0.11831], [2.24834, -1.96062, -0.51707], [-0.11042, 4.04448, -7.55799], [-0.95391, 3.77632, -6.72777], [-2.05921, 4.27370, -6.66903], [-0.54015, 2.92237, -5.61031], [-1.42833, 2.66411, -4.60235], [-1.02624, 1.86269, -3.53888], [0.27005, 1.27519, -3.45899], [0.65061, 0.46407, -2.55836], [1.13299, 1.63068, -4.53673], [0.75375, 2.40148, -5.59442], [2.52128, 1.14737, -4.50402], [3.10737, 1.23284, -3.44889], [2.94060, 0.61593, -5.51212], [-2.00642, 1.63647, -2.50714], [-3.15080, 1.94924, -2.69508], [-1.65639, 1.09776, -1.43750], [-2.42395, 3.08019, -4.63000], [1.44074, 2.61093, -6.40199]]
}

---

# 4
{
  "formula": "C29H26ClN4O2PtSSi2",
  "method": "ωB97M-V/def2-TZVPD",
  "charge": -1,
  "species": ["Pt", "S", "N", "C", "C", "C", "C", "C", "N", "C", "C", "N", "C", "C", "C", "C", "C", "N", "H", "H", "H", "H", "H", "H", "C", "Si", "C", "C", "C", "C", "C", "C", "C", "Si", "C", "C", "H", "H", "H", "H", "H", "H", "H", "H", "H", "H", "H", "H", "H", "H", "H", "H", "Cl", "C", "C", "C", "C", "C", "C", "C", "O", "O", "H", "H", "H", "H"],
  "positions_angstrom": [[0.43224, -0.17054, 0.21756], [-7.33546, 0.00906, 0.31416], [-6.25136, -1.23144, 0.28236], [-5.03056, -0.70944, 0.25726], [-3.80806, -1.44614, 0.20756], [-3.71716, -2.83014, 0.13316], [-2.47056, -3.43624, 0.08596], [-1.33076, -2.63344, 0.14656], [-1.39316, -1.32834, 0.20986], [-2.59006, -0.69014, 0.21496], [-2.58726, 0.71436, 0.21376], [-1.38506, 1.33926, 0.18146], [-1.33316, 2.64336, 0.13646], [-2.47346, 3.45186, 0.12826], [-3.71846, 2.84796, 0.18406], [-3.80706, 1.46186, 0.22876], [-5.02896, 0.72476, 0.26996], [-6.24866, 1.24736, 0.30266], [-4.62336, -3.41724, 0.10466], [-2.36476, -4.50634, 0.01736], [-0.33336, -3.05904, 0.13816], [-0.34496, 3.08086, 0.09856], [-2.37086, 4.52446, 0.08436], [-4.62476, 3.43436, 0.18226], [-0.32456, -1.67654, 3.53546], [0.48094, -0.20914, 2.55726], [-0.29416, 1.37816, 3.35416], [2.31284, -0.16384, 3.11866], [2.67844, -0.12284, 4.45576], [4.00694, -0.01904, 4.82866], [4.99034, 0.03966, 3.85736], [4.63144, -0.00634, 2.52316], [3.30344, -0.10454, 2.13736], [2.77744, -0.10804, 0.28586], [3.63574, 1.47096, -0.44184], [3.76334, -1.59664, -0.46564], [-0.16116, -1.54504, 4.60206], [0.11374, -2.62824, 3.25286], [-1.39516, -1.73664, 3.36746], [-0.14686, 1.37166, 4.43096], [-1.35956, 1.44836, 3.15766], [0.17864, 2.27356, 2.96266], [1.91274, -0.15654, 5.21936], [4.27974, 0.02756, 5.87436], [6.03174, 0.12986, 4.14476], [5.39964, 0.05016, 1.76576], [4.71724, 1.38336, -0.38704], [3.34114, 2.35816, 0.10916], [3.35384, 1.61466, -1.47814], [4.83034, -1.38654, -0.48304], [3.44444, -1.80814, -1.47934], [3.61084, -2.49564, 0.12356], [0.09304, 0.70166, -8.48964], [0.19044, 0.42336, -6.77824], [-0.00506, 1.48566, -5.91044], [0.09954, 1.26146, -4.55214], [0.39134, -0.00304, -4.05894], [0.57134, -1.05704, -4.94314], [0.47644, -0.84964, -6.30974], [0.51954, -0.17414, -2.56014], [0.53254, -1.31944, -2.07954], [0.61104, 0.89056, -1.90774], [-0.23246, 2.47076, -6.28654], [-0.03666, 2.06306, -3.84474], [0.79184, -2.03494, -4.53994], [0.62244, -1.66184, -7.00824]]
}

---

HOMO level (eV)
-8.14 -10.89 -8.64 -3.87
ΔE to the lowest compared entry with this formula, charge and spin (kcal per mole)
73.5 0.0 1.3 31.8
E_LUMO (eV)
1.039 -3.389 -1.888 1.127